Computed, not measured: a structure of composition C41H32BrCl6LaN7O3S2, with ωB97M-V/def2-TZVPD.

Values from the calculation:
- LUMO energy: -0.1013 Ha
- Total charge: +1
- Frontier orbital gap: 6.97 eV

Last column: Mulliken charge in e.
Atoms and positions in Å:
1 La -1.32946 -0.79440 0.24048  1.1772
2 Cl 0.03738 -7.95780 -1.13416  -0.1983
3 C -0.55537 -6.44361 -0.55988  0.4405
4 C -0.33266 -5.29845 -1.30399  -0.9834
5 C -0.80575 -4.09821 -0.81191  1.1843
6 Cl -0.60546 -2.62977 -1.74650  -0.2606
7 C -1.47447 -3.96088 0.41416  -0.4103
8 O -1.89307 -2.79391 0.85907  -0.8208
9 C -1.72342 -5.16731 1.09837  0.4783
10 Cl -2.64133 -5.08116 2.55528  -0.1911
11 C -1.26835 -6.38436 0.62970  -0.7475
12 H 0.18701 -5.34250 -2.25050  0.4750
13 H -1.47587 -7.28594 1.18855  0.4618
14 Br -4.45040 4.95134 -4.99860  -0.1796
15 C -4.21904 5.42078 -3.17601  0.0990
16 C -3.58187 6.60734 -2.84673  -0.4716
17 C -3.38020 6.92146 -1.51456  -0.1206
18 C -3.76976 6.03232 -0.51166  -0.1187
19 C -4.46503 4.87069 -0.85995  -0.0936
20 C -4.69061 4.56844 -2.18979  -0.5388
21 N -3.50275 6.43210 0.81195  -0.5549
22 N -3.18401 5.68059 1.74624  -0.3608
23 C -2.74382 4.35407 1.69106  -0.0594
24 C -3.12425 3.59547 2.78512  -0.2512
25 C -2.89711 2.22571 2.85807  -0.8140
26 C -2.25461 1.54726 1.83404  0.5947
27 O -2.10262 0.24414 1.84297  -0.5445
28 C -1.71369 2.33509 0.74947  0.3604
29 N -0.98199 1.67602 -0.19807  -0.0394
30 C -0.41904 2.37366 -1.16486  -0.3682
31 C -0.46740 3.76807 -1.22462  -1.4322
32 C -1.19359 4.44605 -0.28214  -0.5320
33 C -1.90918 3.73930 0.70541  0.4952
34 H -3.24846 7.28399 -3.62116  0.4429
35 H -2.87825 7.83730 -1.23183  0.4741
36 H -4.83516 4.21348 -0.08354  0.4302
37 H -5.21672 3.66461 -2.46565  0.4662
38 H -3.67682 4.10125 3.56589  0.4627
39 H -3.23251 1.64844 3.70926  0.5107
40 H 0.12579 1.81133 -1.91494  0.6224
41 H 0.06857 4.30019 -1.99778  0.4958
42 H -1.19498 5.52561 -0.28157  0.7151
43 Cl 7.76031 -1.15138 -3.53755  -0.1977
44 C 7.04001 -0.61727 -2.06456  0.4300
45 C 6.60695 -1.53871 -1.12628  -1.1060
46 C 6.04936 -1.09015 0.05871  0.1375
47 C 5.89830 0.26323 0.33246  -0.5873
48 C 5.33853 0.73448 1.66615  -0.1236
49 C 3.96384 1.46049 1.57298  -1.3581
50 N 2.91472 0.77823 0.81777  0.5719
51 C 2.91215 0.54812 -0.53647  -0.4776
52 C 1.79600 -0.18162 -0.80012  -0.7971
53 N 1.09830 -0.38800 0.37060  -0.0321
54 C 1.80264 0.20948 1.31506  -0.4343
55 O 5.39365 -0.27072 2.65076  -0.2872
56 C 4.30097 -1.17462 2.79145  -0.3582
57 C 4.77995 -2.38039 3.53390  -0.1391
58 C 5.02386 -2.38876 4.87567  0.5421
59 Cl 4.79234 -1.08038 5.95050  -0.2068
60 S 5.60264 -3.90928 5.43467  -0.1544
61 C 5.51249 -4.55828 3.85056  -0.3860
62 C 5.06501 -3.64705 2.95028  -0.9692
63 C 6.36483 1.16813 -0.62446  1.0059
64 Cl 6.28843 2.88119 -0.35382  -0.2041
65 C 6.91973 0.74108 -1.81931  -0.8536
66 H 6.72209 -2.59718 -1.31339  0.4528
67 H 5.74858 -1.81351 0.80299  0.3910
68 H 6.03075 1.49411 2.03970  0.5623
69 H 4.13161 2.42952 1.11175  0.6445
70 H 3.60358 1.61766 2.58878  0.4711
71 H 3.67502 0.92405 -1.19200  0.5812
72 H 1.46865 -0.57711 -1.74767  0.5151
73 H 1.53224 0.23815 2.35876  0.4527
74 H 3.90173 -1.48526 1.82157  0.3391
75 H 3.50117 -0.69389 3.36669  0.5426
76 H 5.79987 -5.58315 3.68190  0.4391
77 H 4.92674 -3.86894 1.90064  0.3880
78 H 7.27960 1.45879 -2.54297  0.4523
79 C -5.85569 -0.90809 -3.38296  -0.8607
80 N -5.34578 -1.86032 -2.42530  0.1069
81 C -5.87033 -3.22252 -2.32756  -0.6218
82 C -5.06330 -3.82990 -1.16648  -0.5521
83 N -4.14004 -2.75025 -0.82817  0.3766
84 C -4.36870 -1.64519 -1.54580  0.4298
85 S -3.51524 -0.18313 -1.37725  -0.6145
86 H -5.49026 -1.12558 -4.38865  0.3108
87 H -5.53354 0.08969 -3.09881  0.2192
88 H -6.94519 -0.93939 -3.38469  0.3225
89 H -5.71202 -3.75645 -3.26611  0.3458
90 H -6.94210 -3.19055 -2.12716  0.3504
91 H -4.50814 -4.71836 -1.46703  0.2749
92 H -5.69241 -4.08830 -0.31478  0.3134
93 H -3.54358 -2.76056 0.00034  0.0570